# 1
Molecular formula: C11H15NO
Method: DFT, the ωB97M-V functional and the def2-TZVPD basis

Each line ends with the natural charge from an NBO analysis.
Positions of all 28 atoms, in Å:
C1 -1.765832 -2.116890 3.026869  -0.198
C2 -2.134254 -1.999101 1.690455  -0.205
C3 -1.314163 -1.026859 3.815146  -0.219
C4 -1.650962 -0.870790 1.057876  -0.338
C5 -1.139413 0.160687 3.157503  -0.312
C6 -1.116841 0.172587 1.748205  0.158
C7 1.436112 1.364654 -0.493818  0.420
C8 0.648597 -0.733418 -1.632631  -0.606
C9 2.000431 1.110912 -2.872595  -0.606
C10 -0.324583 1.556577 -2.219185  -0.590
C11 0.933636 0.851653 -1.790910  -0.141
N1 1.864664 0.548554 0.610377  -0.376
O1 2.714690 1.498062 -0.073724  -0.374
H1 -1.870757 -3.048964 3.524343  0.209
H2 -2.676056 -2.695348 1.052450  0.225
H3 -1.291055 -1.083447 4.865087  0.221
H4 -1.636658 -0.976307 -0.025476  0.225
H5 -1.236795 1.104084 3.765972  0.227
H6 0.485014 -0.871875 -0.615349  0.224
H7 1.523012 -1.379394 -1.884260  0.221
H8 -0.312151 -1.021284 -2.128052  0.201
H9 1.619123 0.670507 -3.777284  0.216
H10 2.245348 2.178570 -2.755157  0.217
H11 2.972941 0.560770 -2.698433  0.219
H12 -1.139675 1.399980 -1.571728  0.211
H13 -0.511391 1.112127 -3.146292  0.207
H14 -0.076630 2.582689 -2.171586  0.213
H15 1.753649 0.951264 1.542198  0.349

Forces on atoms 1 to 6 (eV/Å):
-0.395 -0.081 0.575
0.920 0.113 0.995
-0.847 -1.122 -2.477
0.319 0.441 -1.889
-0.090 2.632 -0.357
-0.771 -0.511 1.867

Its frontier orbital gap (spin up / spin down) is 9.523 / 7.304 eV. The HOMO energy (spin up / spin down) comes out at -9.269 / -8.083 eV. The value obtained for the relative energy (zero: lowest compared OMol25 entry of this formula, charge and spin) is 192.7 kcal/mol. The calculation puts the LUMO energy (spin up / spin down) at 0.255 / -0.778 eV.

---

# 2
Molecular formula: C11H15NO
Method: DFT, the ωB97M-V functional and the def2-TZVPD basis

Each line ends with the natural charge from an NBO analysis.
Positions of all 28 atoms, in Å:
C1 1.708726 3.123583 -1.001060  -0.249
O1 0.869064 2.120854 -0.572512  -0.496
C2 1.147666 0.858877 -0.599488  0.329
C3 2.406719 0.447408 -0.875555  -0.322
C4 2.532725 -0.951887 -1.116843  -0.174
C5 1.576761 -1.839570 -0.672603  -0.255
C6 0.385793 -1.280631 -0.111555  0.035
C7 0.142079 0.102374 -0.084928  -0.092
C8 -1.045088 0.784615 0.386181  -0.435
C9 -2.138003 -0.220256 0.501207  -0.036
N1 -3.338478 0.228191 1.202539  -0.859
C10 -1.706629 -1.539871 1.263340  -0.417
C11 -0.548263 -2.257442 0.545668  -0.441
H1 2.144679 3.003261 -2.039985  0.187
H2 1.274445 4.093479 -0.758504  0.209
H3 2.792248 3.067441 -0.396723  0.150
H4 3.134370 1.151600 -1.092350  0.214
H5 3.470267 -1.324262 -1.466394  0.204
H6 1.828484 -2.949149 -0.432659  0.217
H7 -0.744892 0.994410 1.487578  0.218
H8 -1.265320 1.705381 -0.131142  0.243
H9 -2.340697 -0.566998 -0.577243  0.150
H10 -4.035992 -0.522401 1.407633  0.385
H11 -3.598033 1.103561 0.545780  0.364
H12 -2.376542 -2.491077 1.245090  0.222
H13 -1.429876 -1.202938 2.342901  0.210
H14 0.126897 -2.776629 1.277513  0.225
H15 -0.973110 -2.861925 -0.275885  0.214

Forces on atoms 1 to 6 (eV/Å):
4.708 -0.200 0.783
-1.636 4.010 -0.048
1.556 0.046 0.653
-0.827 -3.457 -1.625
0.770 0.746 1.158
-0.395 -0.248 1.292

Its frontier orbital gap is 9.075 eV. The HOMO energy comes out at -8.211 eV. The value obtained for the relative energy (zero: lowest compared OMol25 entry of this formula, charge and spin) is 63.0 kcal/mol. The calculation puts the LUMO energy at 0.864 eV.